A molecular structure, C24H64Br3N8O8 in a non-equilibrium geometry. Source: OMol25; level of theory: ωB97M-V with the def2-TZVPD basis set.

HOMO level   -12.32 eV
Total charge   +5
Gap between HOMO and LUMO   2.60 eV
Lowest unoccupied orbital energy   -9.72 eV
Molar mass   832.54 Da
DFT total energy   -264295.72561 eV

Atoms and positions in Å:
Br 5.170 2.372 -8.937
Br 0.449 -0.416 2.578
Br 0.515 -1.087 5.245
O 3.672 6.590 -8.821
O -7.917 5.823 5.121
O 8.890 -5.659 8.826
O 3.750 -2.193 5.198
O 5.226 -1.948 -7.072
O -2.037 -2.869 -1.216
O 2.916 2.874 4.117
O -11.773 -4.073 -8.005
N -1.851 -2.279 1.108
N -10.747 -2.057 -7.236
N 2.822 4.488 -8.257
N -8.572 4.490 6.986
N 1.988 -1.545 6.436
N 9.204 -6.261 6.668
N 1.002 4.216 3.803
N 4.851 -0.723 -9.001
C 7.423 -7.466 8.054
C 5.575 -1.780 -9.633
C 9.497 -4.859 6.140
C -10.764 -3.471 -7.803
C 3.634 -0.176 -6.835
C 2.792 5.789 -8.953
C -3.224 -1.785 1.092
C 2.448 4.616 -6.718
C -9.326 -3.863 -8.190
C 8.479 -6.366 8.007
C 0.122 3.192 4.575
C 1.481 5.907 -9.638
C -7.430 5.103 7.693
C -1.257 -2.801 -0.366
C 2.734 -0.199 6.294
C 2.808 -3.982 6.684
C 0.239 -3.132 -0.224
C 2.797 -2.515 5.878
C 4.631 -1.054 -7.496
C -9.962 4.612 4.815
C 2.584 3.962 3.951
C 3.351 5.183 3.796
C -8.762 5.100 5.488
C -10.153 -1.007 -8.171
H 1.970 -4.237 7.315
H -8.749 -3.516 -7.284
H 3.109 5.325 -6.131
H 0.763 -2.486 0.548
H 0.801 5.186 3.905
H 3.198 -0.118 5.401
H 3.736 3.968 -8.304
H 7.815 -8.451 8.295
H 5.695 -1.483 -10.690
H 7.072 -7.660 7.032
H 8.665 -4.407 5.546
H 2.622 -4.682 5.871
H 1.381 5.063 -10.352
H -9.142 -3.369 -9.111
H 9.810 -4.262 6.986
H -10.618 -0.047 -8.039
H 2.790 3.645 -6.260
H 10.296 -5.031 5.404
H 0.486 3.143 5.605
H 0.763 4.129 2.816
H 3.291 0.291 7.096
H 4.109 0.339 -5.990
H -8.490 3.483 6.903
H 3.135 0.595 -7.390
H -7.755 5.040 8.746
H -0.866 3.581 4.381
H 2.977 6.039 4.315
H 2.080 3.934 -8.709
H -9.719 4.660 3.740
H 5.079 -2.779 -9.397
H 3.557 -1.754 9.861
H 10.067 -6.815 6.771
H 6.633 -7.242 8.727
H -10.254 -1.169 -9.278
H -3.344 -1.049 0.297
H 4.348 4.960 4.207
H -7.235 6.128 7.390
H 1.959 0.562 6.193
H 2.864 -0.815 -6.317
H -3.895 -2.621 0.844
H 0.517 -4.186 0.080
H 1.300 6.837 -10.139
H 3.847 -3.754 7.047
H -3.454 -1.511 2.118
H 3.500 5.492 2.722
H 6.538 -1.982 -9.210
H 5.243 0.216 -9.079
H -1.430 -1.753 6.558
H 8.750 -6.848 5.976
H -9.100 -0.968 -7.870
H 0.712 5.716 -8.814
H 3.971 -0.716 -9.443
H -9.183 -4.942 -8.268
H 1.341 4.732 -6.536
H 0.686 -3.008 -1.215
H -10.154 -2.016 -6.392
H -9.433 4.679 7.468
H -11.757 -1.812 -6.958
H -6.510 4.498 7.476
H 0.300 2.228 4.146
H -10.207 3.549 5.107
H -1.215 -1.516 1.386
H -10.869 5.180 5.031
H -1.667 -2.944 1.887

=====

A molecular structure, C24H64CrO24S8 in a non-equilibrium geometry. Source: OMol25; level of theory: ωB97M-V with the def2-TZVPD basis set.

HOMO level (spin up / spin down)   -17.13 / -17.13 eV
Multiplicity   4
Total charge   +3
Gap between HOMO and LUMO (spin up / spin down)   6.49 / 8.21 eV
Lowest unoccupied orbital energy (spin up / spin down)   -10.64 / -8.92 eV
⟨S²⟩   3.764
Molar mass   1045.28 Da
DFT total energy   -190138.46639 eV

Atoms and positions in Å:
Cr -0.005 0.175 -0.051
S 1.742 -3.009 -0.161
S -1.551 -2.113 -2.499
S -1.043 2.896 2.218
S -2.241 2.297 -1.690
S 0.408 -0.391 3.431
S -3.544 -0.422 0.794
S 1.863 -0.177 -3.110
S 3.158 0.625 1.178
O 1.756 -3.647 1.384
O -0.121 2.860 3.558
O -0.313 -2.665 -3.410
O -2.537 3.275 -0.414
O 1.322 0.673 3.930
O 1.168 -1.621 -0.060
O -2.225 -3.195 -1.898
O -2.456 2.950 2.683
O -3.983 -1.678 -0.166
O 0.824 0.093 -4.398
O -3.442 1.608 -2.101
O -0.911 -1.134 -1.607
O 1.175 0.262 -1.872
O 1.179 -3.947 -1.119
O 3.427 -0.472 2.104
O -1.084 -0.392 4.187
O -0.543 1.859 1.281
O 4.190 0.427 -0.182
O 0.209 -0.492 1.963
O -2.111 -0.181 0.457
O -1.101 1.463 -1.347
O -4.524 0.626 0.547
O 1.804 0.866 0.611
O 2.438 -1.476 -3.276
C -1.155 0.017 5.545
C 3.066 1.161 -3.637
C -0.457 -3.778 -4.206
C 3.608 -2.874 -0.427
C 3.967 2.141 1.859
C 6.222 -0.096 -1.346
C -5.635 -2.906 -1.403
C -2.212 1.102 5.835
C 1.256 0.887 -6.559
C 5.600 -0.023 0.033
C 2.195 -4.997 1.578
C -2.471 -1.294 -3.894
C -0.058 3.979 4.490
C -3.789 -1.096 2.449
C -0.567 4.647 1.588
C -5.345 -2.074 -0.166
C -1.767 3.571 -2.949
C -4.050 4.909 0.733
C 1.273 4.694 4.379
C -3.753 4.031 -0.445
C 0.863 -4.209 -4.642
C 1.078 -2.085 4.008
C 1.042 -0.376 -5.681
C 1.925 -5.550 2.936
H -1.145 4.167 -2.281
H 6.308 0.877 -1.829
H -0.964 -4.578 -3.666
H 2.029 -2.247 3.502
H 3.605 0.893 -4.546
H 4.894 2.018 2.418
H 0.332 1.321 -6.941
H -5.992 -1.197 -0.140
H 4.108 2.787 0.991
H 1.039 -5.042 3.319
H -1.730 -0.658 -4.377
H -3.304 -0.699 -3.518
H 2.737 -5.315 3.624
H 0.500 4.713 1.376
H 1.223 -1.894 5.072
H 3.735 -2.074 -1.157
H 1.941 -0.992 -5.683
H -5.099 -2.517 -2.268
H -0.107 3.504 5.470
H -4.850 -1.297 2.591
H 2.047 3.939 4.235
H -3.206 0.832 5.478
H 5.629 -0.784 -1.949
H -4.905 5.546 0.507
H 2.500 2.089 -3.725
H 7.206 -0.547 -1.220
H -3.453 -0.310 3.125
H 1.800 -6.632 2.907
H -0.166 0.423 5.757
H 1.716 1.695 -5.990
H -4.195 4.415 1.694
H 1.571 -4.211 -3.813
H 4.063 -2.574 0.517
H 1.560 5.321 5.223
H -1.973 2.156 5.691
H -1.038 -3.654 -5.120
H -4.520 3.257 -0.437
H -1.004 5.384 2.263
H -2.281 1.100 6.923
H -6.689 -3.082 -1.616
H -5.672 -2.632 0.711
H -5.257 -3.922 -1.294
H -1.050 4.669 0.612
H -3.777 4.674 -1.324
H -0.918 4.629 4.330
H -3.324 5.708 0.883
H 0.655 -5.186 -5.079
H 5.550 -0.994 0.526
H 1.356 5.387 3.541
H 1.316 -3.580 -5.408
H 0.363 -2.878 3.790
H 3.199 2.700 2.392
H 0.247 -1.005 -6.081
H 1.959 0.753 -7.380
H 1.706 -5.614 0.824
H -1.174 3.088 -3.725
H 6.171 0.655 0.668
H -2.783 -2.021 -4.645
H 3.934 -3.801 -0.899
H 3.740 1.241 -2.784
H -1.285 -0.768 6.290
H 3.271 -4.959 1.408
H -3.250 -2.039 2.537
H -2.667 4.043 -3.343